Arrangement i

{
  "formula": "C7H15NO",
  "method": "wB97M-V/def2-TZVPD",
  "species": ["C", "C", "C", "C", "O", "H", "H", "H", "H", "H", "H", "H", "H", "C", "C", "N", "C", "H", "H", "H", "H", "H", "H", "H"],
  "coordinates": [[-2.4237, 0.6274, 0.7970], [-1.4163, -0.4940, 0.9056], [-0.6035, -0.8370, -0.6099], [0.1532, -2.1285, -0.3556], [-1.3496, -0.6978, -1.5644], [-1.9559, 1.6088, 0.8129], [-3.1548, 0.5776, 1.6072], [-3.0109, 0.5200, -0.1152], [-1.9560, -1.4422, 0.9687], [-0.7940, -0.4678, 1.7979], [0.5355, -2.5312, -1.2924], [-0.4699, -2.8463, 0.1736], [0.9876, -1.9072, 0.3085], [0.3024, 1.7746, -1.4763], [1.0406, 0.6400, -0.8253], [1.1747, 0.6496, 0.4848], [2.4061, 0.2093, 1.0726], [-0.0992, 1.4364, -2.4316], [-0.4818, 2.1169, -0.8061], [0.9644, 2.6137, -1.6931], [1.8892, 0.2817, -1.4251], [2.3826, 0.3646, 2.1509], [3.2463, 0.7735, 0.6441], [2.6329, -0.8422, 0.8712]],
  "nbo_charge": [-0.63, -0.46, 0.58, -0.71, -0.58, 0.20, 0.21, 0.22, 0.19, 0.21, 0.22, 0.24, 0.21, -0.65, 0.09, -0.36, -0.45, 0.23, 0.23, 0.23, 0.16, 0.21, 0.20, 0.20]
}

=====

Arrangement ii

{
  "formula": "C7H15NO",
  "method": "wB97M-V/def2-TZVPD",
  "species": ["C", "C", "C", "C", "C", "C", "C", "N", "H", "H", "H", "H", "H", "H", "H", "H", "H", "H", "H", "H", "H", "O", "H", "H"],
  "coordinates": [[-0.1058, 2.1294, -0.3389], [-0.4361, 0.8588, -0.1083], [0.2291, -0.1017, 0.8076], [1.4415, -0.6447, 0.7034], [1.8752, -1.6828, 1.7248], [-1.7769, 0.3646, -0.6140], [-1.6085, -0.7098, -1.6867], [-2.7816, -1.5842, -1.8915], [-0.8080, 2.7054, -0.9267], [0.8037, 2.6074, -0.0169], [-0.3600, -0.4183, 1.6404], [2.2107, -0.3850, -0.0104], [1.9602, -2.6467, 1.2173], [1.1137, -1.8705, 2.4840], [2.7752, -1.3286, 2.2145], [-2.3270, -0.0827, 0.1865], [-2.4015, 1.1695, -0.9965], [-1.3237, -0.2963, -2.6535], [-0.8202, -1.3790, -1.4363], [-3.5941, -0.9891, -2.0086], [-2.9358, -2.1748, -1.0936], [3.2757, 1.9270, 1.0332], [2.3692, 1.8742, 1.3711], [3.2250, 2.6580, 0.3992]],
  "nbo_charge": [-0.39, 0.00, -0.26, -0.14, -0.64, -0.44, -0.21, -0.82, 0.20, 0.18, 0.20, 0.22, 0.22, 0.20, 0.22, 0.20, 0.20, 0.19, 0.19, 0.34, 0.35, -0.93, 0.47, 0.47]
}

=====

Energies in kcal/mol, measured from the most stable structure: arrangement i 38.9; arrangement ii 0.0.

=====

Arrangement i

{
  "formula": "C23H30MoN3O5S2Si",
  "method": "wB97M-V/def2-TZVPD",
  "species": ["Mo", "N", "C", "C", "C", "O", "O", "H", "H", "H", "H", "H", "H", "N", "C", "C", "N", "H", "H", "H", "H", "H", "H", "H", "H", "H", "C", "C", "C", "C", "C", "C", "Si", "C", "C", "C", "C", "C", "C", "C", "C", "C", "C", "C", "C", "H", "H", "H", "H", "H", "H", "H", "H", "H", "H", "H", "H", "H", "H", "H", "O", "S", "O", "O", "S"],
  "coordinates": [[1.3196, 0.8104, 0.7682], [3.4020, 1.6503, 0.3926], [3.3379, 3.1448, 0.2871], [2.6783, 3.6124, -1.0017], [1.2186, 3.3125, -1.1380], [0.3499, 3.8065, -1.7388], [0.8750, 2.0903, -0.3682], [3.9721, 1.4462, 1.2141], [3.9127, 1.2811, -0.4079], [4.3490, 3.5489, 0.3227], [2.8057, 3.5144, 1.1629], [3.1619, 3.1706, -1.8810], [2.7901, 4.6928, -1.1069], [-6.0254, 2.5407, -0.3946], [-4.7002, 3.0999, -0.8727], [-3.4803, 2.4401, -0.1828], [-2.4517, 1.9166, -1.0707], [-6.8092, 3.0025, -0.8653], [-6.1533, 2.6848, 0.6102], [-6.1083, 1.5384, -0.5756], [-4.7560, 4.1686, -0.6755], [-4.6757, 2.9527, -1.9508], [-3.8115, 1.6420, 0.4895], [-3.0123, 3.1937, 0.4503], [-2.0316, 2.6640, -1.6118], [-2.8295, 1.2275, -1.7113], [-3.4280, -3.3306, -1.5836], [-2.2608, -3.3354, -2.3346], [-1.1305, -2.6934, -1.8532], [-1.1672, -2.0486, -0.6102], [-2.3497, -2.0483, 0.1427], [-3.4737, -2.6899, -0.3504], [0.3669, -1.4023, 0.1270], [1.1111, -2.2462, 1.5710], [0.6622, -3.4191, 2.1741], [1.2039, -3.8160, 3.3929], [2.1743, -3.0517, 4.0256], [2.6347, -1.8652, 3.4542], [2.0812, -1.4993, 2.2472], [1.9041, -0.6921, -0.8453], [1.3699, -0.3564, -2.1237], [1.9385, -0.8514, -3.2831], [3.0330, -1.7047, -3.2062], [3.5592, -2.0764, -1.9712], [3.0039, -1.5916, -0.8036], [-4.3050, -3.8445, -1.9548], [-2.2267, -3.8503, -3.2850], [-0.2208, -2.7105, -2.4418], [-2.3896, -1.5849, 1.1214], [-4.3795, -2.7207, 0.2405], [-0.0960, -4.0280, 1.6972], [0.8618, -4.7312, 3.8568], [2.5824, -3.3780, 4.9728], [3.3951, -1.2700, 3.9394], [2.5325, -0.6006, 1.7592], [0.4975, 0.2841, -2.1954], [1.5205, -0.5845, -4.2446], [3.4687, -2.1020, -4.1142], [4.4019, -2.7530, -1.9226], [3.4170, -1.9113, 0.1427], [0.0394, 2.8854, 3.7221], [0.4940, 1.5688, 3.4769], [0.7656, 0.6326, 4.5007], [1.7436, 1.6485, 2.4614], [-0.6631, 0.6159, 1.9540]],
  "nbo_charge": [1.04, -0.81, -0.23, -0.55, 0.84, -0.42, -0.56, 0.43, 0.41, 0.25, 0.24, 0.27, 0.31, -0.67, -0.24, -0.25, -0.83, 0.46, 0.45, 0.44, 0.24, 0.24, 0.20, 0.23, 0.38, 0.36, -0.15, -0.19, -0.18, -0.56, -0.21, -0.20, 1.79, -0.55, -0.17, -0.15, -0.14, -0.17, -0.19, -0.64, -0.15, -0.22, -0.08, -0.22, -0.07, 0.25, 0.25, 0.22, 0.23, 0.24, 0.24, 0.25, 0.26, 0.25, 0.14, 0.24, 0.26, 0.26, 0.26, 0.24, -0.84, 2.24, -0.84, -0.85, -0.10],
  "total_charge": 3
}

=====

Arrangement ii

{
  "formula": "C23H30MoN3O5S2Si",
  "method": "wB97M-V/def2-TZVPD",
  "species": ["Mo", "N", "C", "C", "C", "O", "O", "H", "H", "H", "H", "H", "H", "N", "C", "C", "N", "H", "H", "H", "H", "H", "H", "H", "H", "H", "C", "C", "C", "C", "C", "C", "Si", "C", "C", "C", "C", "C", "C", "C", "C", "C", "C", "C", "C", "H", "H", "H", "H", "H", "H", "H", "H", "H", "H", "H", "H", "H", "H", "H", "O", "S", "O", "O", "S"],
  "coordinates": [[-0.6466, 1.6196, 0.2491], [-2.3563, 2.7980, 1.1177], [-2.3156, 2.6608, 2.6102], [-2.6488, 1.2519, 3.0775], [-1.6567, 0.1659, 2.7655], [-1.4162, -0.8245, 3.3320], [-0.9521, 0.4050, 1.4998], [-2.2356, 3.7880, 0.9035], [-3.2851, 2.5521, 0.7776], [-3.0383, 3.3461, 3.0523], [-1.3242, 2.9672, 2.9420], [-3.6088, 0.9166, 2.6683], [-2.7666, 1.2474, 4.1614], [5.1484, -6.1697, 5.8845], [3.7339, -5.8322, 5.4576], [3.7233, -4.6632, 4.4606], [2.5205, -4.5666, 3.6655], [5.1641, -6.9445, 6.5520], [5.6045, -5.3714, 6.3328], [5.7233, -6.4399, 5.0831], [3.1898, -5.6040, 6.3722], [3.3168, -6.7357, 5.0166], [4.5822, -4.7566, 3.7879], [3.8529, -3.7246, 5.0029], [1.7011, -4.3660, 4.2232], [2.3497, -5.3994, 3.1170], [1.0332, -2.6793, -4.5775], [-0.2999, -2.6487, -4.1870], [-0.7875, -1.5614, -3.4846], [0.0630, -0.4903, -3.1713], [1.4070, -0.5275, -3.5819], [1.8860, -1.6240, -4.2751], [-0.5594, 1.0224, -2.4059], [-0.1658, 2.7088, -2.9515], [0.6910, 2.9704, -4.0238], [1.1378, 4.2636, -4.2530], [0.7601, 5.2965, -3.4052], [-0.0938, 5.0578, -2.3327], [-0.5656, 3.7760, -2.1289], [-2.1863, 0.9939, -1.4422], [-2.5636, -0.2844, -0.9496], [-3.8967, -0.6403, -0.8662], [-4.8757, 0.2445, -1.3101], [-4.5334, 1.4904, -1.8373], [-3.2086, 1.8688, -1.8971], [1.4092, -3.5295, -5.1311], [-0.9589, -3.4675, -4.4413], [-1.8346, -1.5389, -3.2072], [2.0777, 0.2936, -3.3574], [2.9207, -1.6546, -4.5879], [1.0098, 2.1688, -4.6786], [1.7888, 4.4665, -5.0924], [1.1218, 6.2999, -3.5858], [-0.3946, 5.8701, -1.6854], [-1.3121, 3.6316, -1.3392], [-1.8017, -0.9987, -0.6551], [-4.1752, -1.6167, -0.4929], [-5.9176, -0.0476, -1.2674], [-5.3040, 2.1518, -2.2103], [-2.9502, 2.8301, -2.3246], [2.5887, 2.5209, 1.9091], [1.9365, 2.8840, 0.7074], [2.3565, 3.9524, -0.1194], [0.3467, 3.0482, 1.0200], [1.4909, 1.1784, -0.4923]],
  "nbo_charge": [1.17, -0.82, -0.23, -0.55, 0.82, -0.40, -0.59, 0.43, 0.41, 0.25, 0.24, 0.26, 0.30, -0.67, -0.24, -0.24, -0.81, 0.45, 0.45, 0.44, 0.23, 0.23, 0.20, 0.21, 0.37, 0.37, -0.13, -0.19, -0.16, -0.68, -0.10, -0.21, 1.89, -0.67, -0.14, -0.17, -0.13, -0.19, -0.13, -0.73, -0.13, -0.21, -0.08, -0.23, -0.06, 0.25, 0.24, 0.22, 0.22, 0.25, 0.24, 0.25, 0.25, 0.24, 0.17, 0.25, 0.26, 0.26, 0.26, 0.24, -0.84, 2.22, -0.85, -0.83, -0.12],
  "total_charge": 3
}

=====

Energies in kcal/mol, measured from the most stable structure: arrangement i 30.8; arrangement ii 0.0.

=====

Arrangement i

{
  "formula": "C10H15NO",
  "method": "wB97M-V/def2-TZVPD",
  "species": ["C", "C", "C", "C", "C", "C", "C", "H", "H", "H", "H", "H", "H", "H", "H", "C", "C", "C", "N", "O", "H", "H", "H", "H", "H", "H", "H"],
  "coordinates": [[0.5678, -2.3492, 0.3188], [0.0522, -1.1934, 1.1267], [0.6810, -0.6877, 2.2743], [-0.0225, 0.1832, 3.0853], [-1.3456, 0.5248, 2.8125], [-1.9975, 0.0687, 1.6764], [-1.1738, -0.6558, 0.7836], [1.3851, -2.0673, -0.3420], [-0.1815, -2.8581, -0.2838], [0.9943, -3.0904, 0.9892], [1.6530, -0.9943, 2.6447], [0.4087, 0.5695, 3.9980], [-1.8876, 1.0382, 3.6002], [-3.0730, 0.1140, 1.6116], [-1.6382, -1.0728, -0.1059], [-0.6692, 1.4555, -3.1908], [-0.0969, 1.2112, -1.8016], [1.3075, 0.6112, -1.8963], [2.0011, 0.7132, -0.7084], [1.6964, -0.0778, -2.8133], [0.0165, 2.0466, -3.8009], [-1.6768, 1.8638, -3.0998], [-0.8028, 0.6062, -3.8684], [0.0491, 2.1840, -1.3280], [-0.7464, 0.5273, -1.2551], [2.9444, 0.3543, -0.5895], [1.5549, 0.9749, 0.1626]],
  "nbo_charge": [-0.64, 0.00, -0.24, -0.21, -0.23, -0.19, -0.23, 0.23, 0.22, 0.22, 0.22, 0.21, 0.21, 0.22, 0.20, -0.61, -0.51, 0.68, -0.85, -0.61, 0.21, 0.21, 0.22, 0.22, 0.24, 0.40, 0.40]
}

=====

Arrangement ii

{
  "formula": "C10H15NO",
  "method": "wB97M-V/def2-TZVPD",
  "species": ["C", "C", "C", "C", "C", "N", "C", "O", "C", "C", "C", "C", "H", "H", "H", "H", "H", "H", "H", "H", "H", "H", "H", "H", "H", "H", "H"],
  "coordinates": [[1.2116, -2.1729, -0.0982], [0.2041, -1.7695, -0.9092], [-0.6744, -2.7709, -1.5828], [0.0166, -0.4043, -1.1323], [-0.3879, 0.1307, -2.3376], [-1.0320, 0.5868, -3.1980], [0.4417, 0.6299, 0.0917], [0.5633, 1.9562, -0.0695], [0.7486, 2.6120, -1.2567], [0.0200, 0.2991, 1.4887], [0.7314, 1.0540, 2.6195], [-1.5503, 0.5862, 1.4777], [1.2671, -3.2994, 0.1453], [1.8870, -1.3743, 0.4046], [-0.5219, -2.5385, -2.6084], [-1.6112, -2.5920, -1.2117], [-0.1903, -3.7557, -1.4162], [1.2186, 3.5179, -1.0248], [-0.1963, 2.6676, -1.7845], [1.3742, 1.9561, -1.8690], [-0.0075, -0.8502, 1.5222], [0.5654, 2.1146, 2.3595], [1.7537, 0.8498, 2.7571], [0.0649, 0.8894, 3.4236], [-1.7658, 0.1976, 0.4154], [-2.0631, -0.0419, 2.2044], [-2.0674, 1.5214, 1.5892]],
  "nbo_charge": [-0.44, -0.01, -0.63, -0.34, 0.25, -0.35, 0.56, -0.49, -0.25, -0.32, -0.61, -0.62, 0.20, 0.20, 0.22, 0.22, 0.22, 0.20, 0.21, 0.19, 0.26, 0.22, 0.22, 0.22, 0.23, 0.21, 0.22]
}

=====

Energies in kcal/mol, measured from the most stable structure: arrangement i 0.0; arrangement ii 111.6.

=====

Arrangement i

{
  "formula": "C10H15NO",
  "method": "wB97M-V/def2-TZVPD",
  "species": ["C", "C", "C", "C", "C", "C", "C", "C", "C", "C", "N", "O", "H", "H", "H", "H", "H", "H", "H", "H", "H", "H", "H", "H", "H", "H", "H"],
  "coordinates": [[-2.7740, -2.1962, 0.3839], [-2.1050, -1.5130, -0.6314], [-2.7936, -1.4239, 1.5501], [-1.7725, -0.2444, -0.0802], [2.6502, 0.8199, -1.0215], [2.3752, 0.1443, 0.3772], [1.4391, -0.0219, -0.7821], [3.2939, -0.8613, 1.0256], [-1.1644, 2.2702, -0.2554], [-1.3881, 0.8955, -0.7888], [-2.1999, -0.2327, 1.1888], [-1.2855, 0.5955, -2.0514], [-3.0929, -3.2446, 0.2406], [-1.9870, -1.8816, -1.6598], [-3.1120, -1.4888, 2.5836], [2.5953, 1.8726, -1.1106], [3.4322, 0.4990, -1.7595], [2.0140, 0.8456, 1.2328], [1.4319, -1.0455, -1.1530], [2.6954, -1.8143, 1.2412], [3.7522, -0.4318, 1.9164], [4.0381, -1.2004, 0.2400], [-1.1776, 2.3382, 0.9289], [-2.0788, 2.9297, -0.4565], [-0.1297, 2.6460, -0.6660], [-1.9339, 0.4164, 1.9178], [-0.7227, 1.3275, -2.4107]],
  "nbo_charge": [-0.29, -0.28, -0.10, 0.04, -0.48, -0.27, -0.13, -0.62, -0.69, 0.30, -0.51, -0.64, 0.22, 0.23, 0.21, 0.21, 0.21, 0.20, 0.18, 0.21, 0.22, 0.21, 0.23, 0.23, 0.23, 0.40, 0.48]
}

=====

Arrangement ii

{
  "formula": "C10H15NO",
  "method": "wB97M-V/def2-TZVPD",
  "species": ["C", "C", "C", "C", "C", "C", "C", "H", "H", "H", "H", "H", "H", "H", "H", "C", "C", "C", "N", "O", "H", "H", "H", "H", "H", "H", "H"],
  "coordinates": [[-0.9937, 1.1753, -3.4071], [-1.2049, -0.0223, -2.5402], [-0.4674, -0.0895, -1.3687], [-0.5456, -1.1807, -0.4973], [-1.4256, -2.2098, -0.8138], [-2.2189, -2.0826, -1.9353], [-2.1469, -1.0197, -2.8179], [0.0024, 1.5774, -3.3338], [-1.6290, 2.0233, -3.1402], [-1.1559, 1.0367, -4.4778], [0.4365, 0.5014, -1.2392], [0.0422, -1.2468, 0.4083], [-1.5471, -3.0643, -0.1771], [-3.0212, -2.7890, -2.0610], [-2.7083, -0.8936, -3.7277], [3.2728, 0.4449, 1.4599], [2.5339, 0.5273, 2.7919], [1.1776, 1.1956, 2.6823], [0.1169, 0.3780, 3.0084], [0.9821, 2.3754, 2.5004], [3.6995, 1.3930, 1.1393], [2.6675, -0.0308, 0.6961], [4.1490, -0.1895, 1.5323], [2.3930, -0.4692, 3.2087], [3.1007, 1.1352, 3.4517], [-0.7626, 0.8084, 2.8377], [0.0291, -0.6257, 2.9998]],
  "nbo_charge": [-0.64, 0.00, -0.23, -0.20, -0.22, -0.20, -0.22, 0.22, 0.22, 0.21, 0.21, 0.20, 0.21, 0.21, 0.22, -0.60, -0.49, 0.68, -0.84, -0.60, 0.22, 0.20, 0.21, 0.20, 0.23, 0.39, 0.39]
}

=====

Energies in kcal/mol, measured from the most stable structure: arrangement i 141.1; arrangement ii 0.0.